Record 1
Formula: C46H51BrN4O4S3SeSr
Source: OMol25
Level of theory: ωB97M-V/def2-TZVPD

Last column: Löwdin charge in e.
Cartesian coordinates (Å):
Sr: 1.5190 -0.3906 1.4323  1.25
C: -0.2563 -1.2210 -6.6153  -0.06
C: 0.0374 -2.4187 -5.6998  -0.56
C: -1.2599 -3.2098 -5.5280  -0.08
C: 1.0668 -3.3296 -6.3841  -0.06
C: 0.5847 -1.9250 -4.3632  -0.19
C: -0.0142 -2.1918 -3.1427  -0.09
C: 0.5119 -1.6895 -1.9624  -0.39
Se: -0.4143 -2.1396 -0.3347  1.09
C: -1.8141 -0.8219 -0.3291  -0.40
C: -2.9971 -1.1257 -0.9932  -0.09
C: -4.0441 -0.2229 -1.0437  -0.20
C: -3.8529 0.9969 -0.3791  0.00
C: -2.7001 1.3406 0.3002  -0.09
C: -1.6024 0.4121 0.3341  -0.40
O: -0.4982 0.6831 0.9385  -0.32
C: -2.5574 2.6894 1.0112  -0.53
C: -2.3119 2.4635 2.5114  -0.04
C: -3.8126 3.5561 0.8773  -0.08
C: -1.3856 3.4807 0.4086  -0.04
C: -5.3549 -0.4939 -1.7782  -0.56
C: -5.5597 0.5562 -2.8801  -0.06
C: -5.3687 -1.8749 -2.4346  -0.08
C: -6.5330 -0.4228 -0.7956  -0.06
C: 1.6816 -0.8784 -1.9084  -0.39
O: 2.1049 -0.3868 -0.8002  -0.35
C: 2.3312 -0.6556 -3.1683  -0.08
C: 1.7557 -1.1656 -4.3199  -0.01
C: 3.6367 0.1451 -3.3426  -0.53
C: 4.6848 -0.7493 -4.0269  -0.06
C: 4.2794 0.6598 -2.0485  -0.07
C: 3.3615 1.3696 -4.2306  -0.06
H: -0.6483 -1.5583 -7.5805  0.07
H: 0.6455 -0.6356 -6.8014  0.07
H: -0.9921 -0.5609 -6.1519  0.09
H: -1.6277 -3.5314 -6.5063  0.08
H: -2.0351 -2.6022 -5.0566  0.08
H: -1.1051 -4.1002 -4.9154  0.08
H: 0.6898 -3.6851 -7.3489  0.07
H: 1.2861 -4.1946 -5.7554  0.09
H: 2.0051 -2.8009 -6.5599  0.07
H: -0.9120 -2.7934 -3.0803  0.08
H: -3.0688 -2.0924 -1.4753  0.08
H: -4.6642 1.7141 -0.4043  0.09
H: -3.1607 1.9394 2.9601  0.09
H: -2.1914 3.4226 3.0245  0.09
H: -1.4151 1.8683 2.6661  0.06
H: -4.6874 3.0750 1.3225  0.08
H: -4.0374 3.7878 -0.1669  0.08
H: -3.6477 4.5005 1.4017  0.08
H: -0.4621 2.9107 0.4772  0.07
H: -1.2592 4.4274 0.9427  0.08
H: -1.5818 3.7033 -0.6438  0.09
H: -4.7368 0.5184 -3.5964  0.09
H: -5.5922 1.5643 -2.4639  0.07
H: -6.4979 0.3776 -3.4156  0.07
H: -4.5681 -1.9735 -3.1703  0.08
H: -6.3216 -2.0291 -2.9481  0.08
H: -5.2500 -2.6688 -1.6945  0.08
H: -6.5886 0.5553 -0.3155  0.07
H: -6.4179 -1.1732 -0.0108  0.09
H: -7.4808 -0.6026 -1.3135  0.07
H: 2.2559 -0.9604 -5.2616  0.09
H: 4.8908 -1.6246 -3.4085  0.09
H: 5.6196 -0.1965 -4.1605  0.08
H: 4.3551 -1.0962 -5.0081  0.07
H: 4.5138 -0.1505 -1.3605  0.05
H: 3.6280 1.3607 -1.5302  0.07
H: 5.2098 1.1741 -2.3147  0.08
H: 2.9698 1.0856 -5.2093  0.07
H: 4.2836 1.9389 -4.3847  0.08
H: 2.6297 2.0239 -3.7523  0.09
S: 6.5591 -4.0608 1.8271  0.42
C: 5.0006 -3.3816 1.7282  -1.97
S: 3.9838 -4.5895 2.3637  0.47
S: 4.6065 -1.8814 1.1318  0.44
O: 1.5620 5.5560 7.1683  -0.08
N: 2.2063 5.1721 6.1562  -0.40
O: 3.1924 5.8377 5.7291  -0.09
C: 1.8009 4.0060 5.5177  -0.13
C: 0.7048 3.3321 6.0562  0.02
C: 0.2354 2.1289 5.5080  -0.16
C: -0.8725 1.4292 6.0450  -0.02
C: -1.2776 0.2537 5.4759  -0.07
C: -0.5732 -0.2409 4.3698  -0.16
N: 0.4626 0.3858 3.8442  0.03
C: 0.8605 1.5515 4.3783  -0.18
C: 1.9810 2.2607 3.7725  -0.16
N: 2.5218 1.7095 2.6676  0.00
C: 3.5455 2.3018 2.0767  -0.14
C: 4.0916 3.4861 2.5488  -0.05
C: 3.5485 4.0721 3.6707  0.01
C: 2.4593 3.4725 4.3314  -0.04
H: 0.2224 3.7555 6.9230  0.10
H: -1.3868 1.8455 6.9035  0.11
H: -2.1274 -0.2956 5.8605  0.10
H: -0.8733 -1.1694 3.8948  0.10
H: 3.9467 1.8112 1.1936  0.11
H: 4.9297 3.9397 2.0372  0.10
H: 3.9388 4.9926 4.0693  0.09
Br: 3.5121 -1.1271 4.5810  0.81
C: 2.2472 -2.5161 4.3856  -0.77
C: 2.1073 -3.4341 5.4177  -0.12
C: 1.1977 -4.4584 5.2444  -0.07
C: 0.4763 -4.5311 4.0615  -0.07
C: 0.6942 -3.5625 3.1007  -0.16
N: 1.5608 -2.5586 3.2627  -0.03
H: 2.7062 -3.3405 6.3110  0.10
H: 1.0620 -5.2000 6.0217  0.10
H: -0.2338 -5.3254 3.8787  0.10
H: 0.1699 -3.5840 2.1526  0.07

## Properties
Orbital gap (alpha / beta): 6.4 / 4.8 eV
ΔE to the lowest compared entry with this formula, charge and spin: 5.7 kJ/mol
Net charge: -2
Maximum force: 0.88 eV/Å

***

Record 2
Formula: C7H16N3O
Source: OMol25
Level of theory: ωB97M-V/def2-TZVPD

Last column: natural (NBO) charge in e.
Cartesian coordinates (Å):
C: -1.6600 2.4896 -0.5450  -0.43
N: -1.6628 1.2415 -1.2829  -0.66
C: -2.0085 0.0213 -0.6300  -0.23
C: -0.8216 -0.3212 0.2469  0.08
O: -1.0813 -1.7421 0.4712  -0.50
C: -0.1368 -2.2842 1.3126  -0.16
C: 1.2784 -2.0578 0.8937  0.26
N: 1.5784 -0.9883 0.2465  -0.21
C: 2.9198 -0.5399 -0.1409  -0.41
C: 0.5722 -0.0708 -0.3683  0.06
N: 1.0733 1.1861 -0.0307  -0.83
H: -0.9347 3.3236 -0.9003  0.21
H: -1.3653 2.2147 0.3988  0.16
H: -2.6372 2.8842 -0.2682  0.20
H: -2.1991 1.5778 -2.0464  0.38
H: -2.1539 -0.6591 -1.3424  0.22
H: -2.9267 0.1912 -0.1371  0.20
H: -0.8546 -0.0102 1.3528  0.20
H: -0.4248 -3.4864 1.3945  0.26
H: -0.2167 -2.0466 2.3774  0.23
H: 1.9324 -2.7109 1.2954  0.22
H: 3.5351 -1.1864 0.3731  0.21
H: 2.9086 -0.7097 -1.2677  0.24
H: 3.0107 0.3562 0.3322  0.26
H: 0.5397 -0.1323 -1.4192  0.24
H: 0.4649 1.7780 0.5398  0.40
H: 1.2704 1.6818 -0.8557  0.39

## Properties
Orbital gap: 8.2 eV
ΔE to the lowest compared entry with this formula, charge and spin: 282.9 kJ/mol
Net charge: +1
Structure (SMILES): CNC[C@H]1OCC=[N+](C)[C@@H]1N
Maximum force: 5.00 eV/Å

***

Record 3
Formula: C5H11O2
Source: OMol25
Level of theory: ωB97M-V/def2-TZVPD

Last column: natural (NBO) charge in e.
Cartesian coordinates (Å):
C: 2.4990 0.2457 -0.5456  -0.41
C: 2.3557 -1.1753 -1.1747  -0.61
C: 2.0637 0.1683 0.9407  -0.62
H: 3.3834 0.8491 -0.7483  0.19
H: 1.6914 0.7585 -1.0875  0.22
H: 3.0354 -1.1546 -2.0325  0.19
H: 1.3459 -1.3011 -1.5536  0.23
H: 1.0153 0.4501 0.9577  0.23
H: 2.0885 -0.8225 1.3882  0.20
H: 2.6307 -2.0407 -0.5680  0.19
H: 2.5796 0.9290 1.5361  0.19
C: -1.4424 -0.7734 1.0596  -0.74
C: -1.9673 0.3884 0.1450  0.76
O: -2.5251 1.3729 0.6526  -0.78
O: -1.8349 0.1425 -1.0876  -0.81
H: -0.4219 -0.4980 1.3534  0.19
H: -1.2425 -1.6468 0.4422  0.20
H: -2.0789 -1.0973 1.8798  0.19

## Properties
Orbital gap: 7.5 eV
ΔE to the lowest compared entry with this formula, charge and spin: 80.9 kJ/mol
Net charge: -1
Maximum force: 2.31 eV/Å

***

Record 4
Formula: C29H29ClN2OPTi
Source: OMol25
Level of theory: ωB97M-V/def2-TZVPD

Last column: natural (NBO) charge in e.
Cartesian coordinates (Å):
Ti: -0.3153 0.8436 -1.1649  0.87
Cl: -0.2704 -1.0821 -2.4411  -0.36
P: 1.8747 0.5759 -0.3221  1.02
C: 2.1579 1.6711 1.0876  -0.42
C: 2.2578 3.0561 0.9269  -0.21
C: 2.3501 3.8942 2.0452  -0.19
C: 2.2968 3.3440 3.3294  -0.16
C: 2.1749 1.9568 3.4949  -0.21
C: 2.0758 1.1306 2.3847  -0.15
C: 3.4038 -0.4211 -0.2853  -0.30
C: 3.5569 -1.4664 -1.2190  -0.21
C: 4.7329 -2.2234 -1.2355  -0.19
C: 5.7761 -1.9822 -0.3286  -0.15
C: 5.5954 -0.9915 0.6399  -0.20
C: 4.4385 -0.2153 0.6491  -0.21
C: 1.9410 1.6709 -1.9164  -0.36
C: 0.8775 1.8375 -2.8981  -0.19
C: 1.1744 2.3910 -4.1543  -0.16
C: 2.4657 2.8527 -4.3987  -0.15
C: 3.4536 2.7917 -3.4035  -0.17
C: 3.2195 2.1651 -2.1747  -0.11
H: 2.7672 -1.6946 -1.9376  0.24
H: 4.8760 -3.0248 -1.9588  0.24
H: 6.7023 -2.5767 -0.3252  0.25
H: 6.3593 -0.8091 1.3971  0.24
H: 4.3413 0.5562 1.4035  0.23
H: 2.2277 3.4887 -0.0696  0.22
H: 2.4196 4.9833 1.8957  0.24
H: 2.3360 4.0130 4.1947  0.25
H: 2.1216 1.5423 4.4999  0.24
H: 1.9399 0.0662 2.5324  0.22
H: -0.2967 1.7932 -2.7041  0.19
H: 0.3485 2.4814 -4.8894  0.26
H: 2.6832 3.2430 -5.3895  0.26
H: 4.4430 3.1698 -3.5975  0.25
H: 4.0005 2.0230 -1.4094  0.24
H: -0.3020 2.5288 -0.2341  0.18
H: -0.4101 2.5035 -1.0790  -0.01
C: -4.6256 -2.9460 1.9875  -0.43
N: -3.5204 -1.9923 1.8616  -0.12
N: -3.3602 -1.2056 0.7769  -0.17
C: -2.1794 -0.5229 0.8727  0.56
O: -1.7574 0.2469 -0.0738  -0.65
C: -1.6889 -0.7958 2.1753  -0.38
C: -2.5370 -1.7336 2.7365  0.27
C: -2.4973 -2.3654 4.0758  -0.67
C: -4.1909 -1.3538 -0.3648  0.14
C: -5.5357 -1.0310 -0.1814  -0.24
C: -6.4015 -1.2697 -1.2549  -0.19
C: -5.8801 -1.7995 -2.4584  -0.18
C: -4.5118 -2.0535 -2.6148  -0.18
C: -3.6573 -1.7576 -1.5781  -0.24
H: -4.4591 -3.4840 2.9303  0.25
H: -4.6042 -3.6934 1.1637  0.25
H: -5.6113 -2.4411 2.0374  0.24
H: -0.7714 -0.3858 2.5651  0.25
H: -3.3203 -2.0503 4.7273  0.26
H: -2.4810 -3.4677 4.0020  0.25
H: -1.5589 -2.0903 4.5660  0.25
H: -5.8853 -0.5670 0.7541  0.23
H: -7.4700 -1.0239 -1.1492  0.24
H: -6.5721 -2.0316 -3.2852  0.24
H: -4.1283 -2.4889 -3.5250  0.24
H: -2.5896 -1.7823 -1.6914  0.24

## Properties
Orbital gap (alpha / beta): 7.3 / 7.1 eV
Net charge: +2
Expectation value of S²: 0.7558
2S+1: 2
Maximum force: 5.38 eV/Å

***

Which value of net charge does entry 4 give? +2

***

The lowest maximum force belongs to which entry? C46H51BrN4O4S3SeSr

***

Which value of net charge does entry 2 give? +1

***

Repeat the second record exactly.
Formula: C7H16N3O
Source: OMol25
Level of theory: ωB97M-V/def2-TZVPD

Last column: natural (NBO) charge in e.
Cartesian coordinates (Å):
C: -1.6600 2.4896 -0.5450  -0.43
N: -1.6628 1.2415 -1.2829  -0.66
C: -2.0085 0.0213 -0.6300  -0.23
C: -0.8216 -0.3212 0.2469  0.08
O: -1.0813 -1.7421 0.4712  -0.50
C: -0.1368 -2.2842 1.3126  -0.16
C: 1.2784 -2.0578 0.8937  0.26
N: 1.5784 -0.9883 0.2465  -0.21
C: 2.9198 -0.5399 -0.1409  -0.41
C: 0.5722 -0.0708 -0.3683  0.06
N: 1.0733 1.1861 -0.0307  -0.83
H: -0.9347 3.3236 -0.9003  0.21
H: -1.3653 2.2147 0.3988  0.16
H: -2.6372 2.8842 -0.2682  0.20
H: -2.1991 1.5778 -2.0464  0.38
H: -2.1539 -0.6591 -1.3424  0.22
H: -2.9267 0.1912 -0.1371  0.20
H: -0.8546 -0.0102 1.3528  0.20
H: -0.4248 -3.4864 1.3945  0.26
H: -0.2167 -2.0466 2.3774  0.23
H: 1.9324 -2.7109 1.2954  0.22
H: 3.5351 -1.1864 0.3731  0.21
H: 2.9086 -0.7097 -1.2677  0.24
H: 3.0107 0.3562 0.3322  0.26
H: 0.5397 -0.1323 -1.4192  0.24
H: 0.4649 1.7780 0.5398  0.40
H: 1.2704 1.6818 -0.8557  0.39

## Properties
Orbital gap: 8.2 eV
ΔE to the lowest compared entry with this formula, charge and spin: 282.9 kJ/mol
Net charge: +1
Structure (SMILES): CNC[C@H]1OCC=[N+](C)[C@@H]1N
Maximum force: 5.00 eV/Å